91
Properties=species:S:1:pos:R:3:forces:R:3:mulliken_charge:R:1 method="wB97M-V/def2-TZVPD" homo_ev="-10.364 / -11.288" s_squared=8.78 spin_multiplicity=6 charge=+1
Ir 0.33671 0.86805 -0.07580 -0.06 -1.04 -1.04 1.60
C 3.65582 -4.47343 1.67719 -0.15 0.03 -0.07 -1.94
C 3.08412 -3.07382 1.41282 0.16 0.01 0.02 1.48
C 2.85028 -2.33943 2.73023 0.01 0.00 -0.04 -1.39
C 4.05794 -2.33133 0.50355 0.02 0.14 0.04 -1.69
N 1.72663 -3.22348 0.76702 0.06 -0.11 -0.07 0.38
C 0.87947 -4.24488 1.14616 -0.02 0.06 0.05 -0.65
C -0.26965 -4.09578 0.46676 0.02 0.02 0.02 -1.03
N -0.14708 -2.98073 -0.33589 -0.02 -0.04 0.03 -0.13
B -1.27401 -2.70896 -1.36973 0.20 0.09 -0.18 1.79
N -2.47463 -1.90071 -0.77393 -0.12 -0.10 0.14 0.13
C -3.68702 -1.92806 -1.39243 0.01 0.09 0.00 -1.11
C -4.55910 -1.20941 -0.63977 0.00 0.01 -0.04 -0.44
N -3.89397 -0.78424 0.47798 -0.12 -0.17 0.05 0.40
C -2.61033 -1.20215 0.36913 0.20 -0.01 -0.11 0.16
S -1.28255 -0.84047 1.39322 0.02 0.06 -0.14 0.21
C -4.57668 0.03969 1.53883 -0.08 0.12 0.09 1.31
C -3.78854 0.02927 2.84046 0.04 -0.05 -0.02 -1.65
C -4.70396 1.46281 1.00150 0.09 0.01 -0.06 -1.42
C -5.95780 -0.57906 1.79015 0.10 -0.03 -0.05 -1.77
N -0.73036 -2.05284 -2.64527 -0.19 -0.06 0.04 0.10
C -0.14000 -2.80729 -3.63368 0.05 0.00 -0.07 -1.24
C 0.25729 -1.96595 -4.60889 0.02 -0.01 0.05 -0.31
N -0.08389 -0.68694 -4.21861 0.02 0.03 -0.08 0.43
C -0.68617 -0.76019 -3.01163 0.10 0.00 0.08 0.08
S -1.29141 0.56869 -2.09809 -0.14 0.05 0.53 -0.22
C 0.21067 0.55964 -5.01046 0.04 0.10 -0.04 1.35
C 0.94773 0.17479 -6.29032 -0.03 -0.08 0.07 -2.22
C -1.10798 1.23425 -5.37983 -0.03 -0.02 0.02 -1.64
C 1.10280 1.47653 -4.17560 -0.08 0.01 0.01 -1.53
C 1.08219 -2.44470 -0.13265 -0.22 0.00 0.09 0.33
S 1.70440 -0.98979 -0.86617 -0.24 0.50 0.10 -0.53
H 4.70224 -4.36471 1.95313 0.00 0.01 0.02 0.47
H 3.60457 -5.10121 0.78654 0.03 0.01 -0.01 0.43
H 3.16213 -4.98162 2.50397 -0.05 -0.03 0.00 0.46
H 3.80508 -2.13996 3.21597 0.01 0.00 0.00 0.49
H 2.24050 -2.94811 3.40145 0.01 0.02 0.01 0.38
H 2.34348 -1.39376 2.55064 0.01 0.11 -0.01 0.03
H 5.05197 -2.41943 0.93915 0.02 -0.04 0.02 0.57
H 3.83428 -1.27147 0.42814 0.10 -0.21 0.02 0.21
H 4.08243 -2.77135 -0.49477 0.02 -0.02 0.01 0.37
H 1.15511 -4.99458 1.85949 0.09 -0.03 0.04 0.54
H -1.15729 -4.70246 0.46511 0.00 0.00 -0.04 0.68
H -1.71811 -3.78178 -1.67450 -0.01 0.00 0.00 -0.21
H -3.83884 -2.44650 -2.32288 0.00 -0.04 0.02 0.64
H -5.59068 -0.97645 -0.82214 -0.02 0.01 0.04 0.58
H -2.86080 0.59480 2.76242 -0.10 0.01 0.03 0.08
H -3.56606 -0.98432 3.17594 -0.04 0.01 0.03 0.42
H -4.39632 0.51600 3.60093 -0.02 0.02 0.01 0.58
H -3.72117 1.89685 0.80824 -0.05 -0.02 0.04 0.17
H -5.21156 2.08020 1.74197 -0.01 0.01 0.00 0.45
H -5.28636 1.48363 0.07942 -0.01 0.00 0.01 0.38
H -5.88623 -1.65519 1.95291 0.00 0.01 0.03 0.42
H -6.65251 -0.38811 0.97347 0.01 -0.02 -0.02 0.44
H -6.38147 -0.12846 2.68521 -0.01 0.03 -0.01 0.47
H -0.05904 -3.87750 -3.56840 -0.03 0.00 0.03 0.67
H 0.74441 -2.18394 -5.53787 0.01 0.04 -0.04 0.55
H 0.35075 -0.47655 -6.92983 0.01 -0.01 -0.01 0.53
H 1.90854 -0.29677 -6.08001 0.01 0.00 -0.01 0.48
H 1.14408 1.08966 -6.84586 0.00 0.00 0.00 0.44
H -1.72076 0.57183 -5.99345 0.00 0.00 -0.01 0.42
H -0.89524 2.13571 -5.95392 0.01 0.00 -0.01 0.47
H -1.67223 1.52463 -4.49525 0.02 0.01 -0.05 0.33
H 1.94862 0.92396 -3.76186 0.03 0.00 -0.02 0.39
H 0.55089 1.93983 -3.36233 0.07 -0.06 -0.08 0.23
H 1.49632 2.27154 -4.80849 -0.01 -0.01 -0.03 0.60
O 1.20685 5.79526 5.51702 -0.06 0.09 -0.05 -0.62
N 2.14761 5.12252 5.15648 -0.03 -0.13 0.16 1.05
O 3.29891 5.27582 5.49535 0.10 0.05 -0.05 -0.61
C 1.85729 3.99302 4.26354 0.04 -0.07 -0.12 -0.98
C 2.89112 3.18999 3.82039 0.11 0.08 -0.02 -0.46
C 2.62251 2.12065 2.99644 -0.13 0.08 -0.04 -0.52
C 1.30437 1.77700 2.59318 -0.12 -0.03 0.18 1.45
O 0.99504 0.67516 1.97572 0.03 0.30 -0.23 -0.52
C 0.31109 2.70215 3.02066 0.25 -0.03 0.05 -0.51
C 0.56639 3.77335 3.85517 -0.16 0.06 -0.02 -0.24
N -1.03531 2.59667 2.52087 -0.13 0.07 -0.12 0.88
O -1.94363 3.06754 3.15745 -0.02 -0.01 0.09 -0.60
O -1.22912 2.05912 1.41720 -0.03 0.09 0.04 -0.26
N 3.78198 1.35460 2.52514 0.02 -0.33 0.24 0.92
O 4.81722 1.46960 3.14774 -0.03 0.09 -0.03 -0.66
O 3.63644 0.63873 1.55716 0.01 0.06 -0.06 -0.45
H 3.91051 3.40987 4.10235 0.01 -0.04 0.03 0.68
H -0.22794 4.44268 4.15300 0.01 -0.02 0.02 0.66
F 0.78047 5.40886 -1.60375 -0.05 -0.10 -0.03 -0.40
Te 1.47355 3.84893 -0.91043 1.17 0.99 0.46 2.36
F 2.43398 3.53888 -2.46716 -0.16 -0.02 0.03 -0.46
F 2.96816 4.79453 -0.36095 -0.16 -0.05 -0.12 -0.41
F 0.82938 4.29580 0.79422 -0.07 -0.07 -0.18 -0.46
F 2.36614 2.35297 -0.10972 -0.16 0.08 -0.03 -0.74
O 0.09531 2.76178 -1.30587 -0.18 -0.56 0.41 -1.11

=====

76
Properties=species:S:1:pos:R:3:forces:R:3:mulliken_charge:R:1 method="wB97M-V/def2-TZVPD" de_lowest_kcal_mol=66.6 homo_ev=-12.658 charge=+2
Bi 0.13786 -0.42039 -1.05252 -0.09 0.05 -0.05 1.08
C 5.20112 -1.32504 0.55123 0.00 -0.01 0.01 -1.75
C 4.04660 -1.94366 1.24183 0.00 -0.02 -0.02 0.79
N 3.69045 -1.67823 2.50734 0.03 -0.02 -0.02 0.70
N 1.24830 -1.73965 2.94709 0.05 0.00 0.02 -0.10
C 1.06313 -1.70839 1.52537 0.03 -0.07 0.02 0.32
S -0.63811 -1.83694 0.93751 -0.02 0.01 -0.02 -0.36
N 3.22202 -2.79625 0.66570 -0.01 0.05 -0.02 0.51
N 3.15224 -3.08332 -0.70361 0.00 -0.01 0.02 -0.77
H 5.86156 -0.84458 1.26722 -0.01 0.00 -0.01 0.15
H 4.85687 -0.57715 -0.16931 0.00 0.00 -0.01 0.43
H 5.76295 -2.08881 0.01039 0.01 0.01 0.00 0.58
H 1.03472 -0.98916 3.58840 -0.01 -0.01 0.00 0.22
H 3.85718 -2.55491 -1.20563 0.00 0.00 -0.01 0.25
H 3.32525 -4.07481 -0.85022 0.01 0.00 0.00 0.27
C 3.80411 5.56096 0.81563 0.00 0.01 0.01 -1.53
C 4.16366 4.84314 -0.49541 0.00 0.01 -0.02 1.86
C 4.00546 5.81420 -1.66686 -0.01 0.02 0.02 -2.09
C 5.61521 4.34137 -0.43410 -0.01 -0.02 0.02 -1.57
C 3.24325 3.64872 -0.64518 0.06 -0.05 0.09 -0.02
C 2.41544 3.47789 -1.73603 -0.07 -0.06 -0.12 -0.61
C 1.54511 2.39204 -1.78918 -0.02 0.03 0.04 -1.45
N 1.46446 1.49095 -0.81178 0.03 -0.04 -0.08 0.08
C 2.32286 1.58817 0.23469 -0.01 -0.07 0.02 0.08
C 3.20346 2.63703 0.34317 -0.02 0.07 -0.06 -0.33
C 2.28622 0.44821 1.18200 -0.09 -0.02 -0.04 -0.48
C 3.02957 0.59668 2.44800 0.02 0.03 -0.01 -0.78
C 3.77016 -0.34449 3.04837 0.04 -0.02 0.06 -0.70
C 2.45569 -2.49117 2.87562 -0.05 0.00 0.01 -0.37
C 2.03819 -2.95619 1.48134 0.01 -0.01 0.03 -0.36
N 1.60432 -0.56661 0.75949 0.05 0.18 0.06 -0.41
C 4.59815 -0.16346 4.29569 -0.07 0.01 0.01 1.82
C 6.06601 -0.48157 3.97394 0.02 0.02 -0.01 -1.74
C 4.08552 -1.15525 5.35635 0.03 -0.01 0.00 -1.57
C 4.49033 1.26183 4.83331 -0.02 -0.01 0.02 -1.92
H 4.44642 6.43346 0.93254 0.00 0.00 0.00 0.46
H 3.95172 4.92513 1.69255 0.00 0.00 0.00 0.31
H 2.76952 5.90693 0.80504 0.00 0.01 -0.01 0.38
H 4.65863 6.67166 -1.50777 0.01 0.00 0.01 0.45
H 2.98299 6.18512 -1.76512 0.01 -0.02 -0.02 0.47
H 4.28902 5.35595 -2.61590 0.00 0.00 0.00 0.42
H 6.28401 5.19387 -0.31872 0.00 0.00 0.00 0.47
H 5.89164 3.82061 -1.35237 0.00 0.00 0.00 0.36
H 5.78821 3.67362 0.41432 0.01 0.00 0.00 0.31
H 2.36587 4.15314 -2.58499 0.05 0.03 0.03 0.79
H 0.88790 2.28460 -2.64563 0.04 0.02 -0.01 1.09
H 3.88100 2.68343 1.18389 0.02 0.00 -0.01 0.92
H 3.06054 1.59929 2.85071 -0.02 0.01 -0.02 1.23
H 2.68654 -3.16586 3.69320 -0.01 0.00 0.00 0.53
H 1.54558 -3.91613 1.37973 0.00 0.00 -0.01 0.60
H 6.19358 -1.49859 3.59913 -0.01 -0.01 0.00 0.40
H 6.65475 -0.39342 4.88667 0.00 -0.02 0.00 0.46
H 6.47920 0.22747 3.25302 -0.01 0.00 0.00 0.34
H 4.24171 -2.19180 5.05419 0.01 0.01 0.00 0.31
H 3.02895 -0.99810 5.58584 0.00 0.01 0.00 0.32
H 4.64633 -1.00474 6.27825 -0.01 0.00 0.00 0.49
H 4.87823 1.99515 4.12321 0.01 0.01 0.01 0.44
H 5.08487 1.34341 5.74202 0.01 0.01 -0.01 0.42
H 3.46373 1.52643 5.09474 0.00 -0.01 -0.01 0.40
N -1.75534 0.92186 -0.61290 0.10 -0.14 0.13 -0.44
C -1.64405 2.10377 -1.45588 -0.03 0.04 -0.01 0.30
C -1.73137 1.93958 -2.83557 -0.03 -0.01 0.03 -0.46
C -1.33223 2.98327 -3.65332 0.05 -0.03 0.00 -0.71
C -0.79533 4.13600 -3.08401 -0.07 -0.02 0.10 -0.39
C -0.85074 4.33114 -1.71228 -0.05 0.07 -0.06 -0.24
C -1.28067 3.30472 -0.88026 0.02 -0.04 -0.01 -0.56
S 0.30130 5.15034 -4.09105 0.03 -0.17 -0.18 1.35
O 1.31900 4.11836 -4.34898 -0.03 0.07 0.01 -0.73
O -0.45634 5.55248 -5.23896 0.03 0.06 0.07 -0.68
O 0.76478 6.17208 -3.17432 0.02 0.04 0.07 -0.65
H -2.60853 0.38838 -0.78639 0.00 -0.01 -0.05 0.35
H -1.76291 1.16251 0.37709 -0.06 0.05 0.00 0.35
H -2.09778 1.01032 -3.26353 0.00 0.00 -0.01 0.46
H -1.34411 2.88410 -4.73150 0.00 0.00 0.00 0.46
H -0.48024 5.26645 -1.31188 0.00 -0.01 0.01 0.58
H -1.26896 3.42017 0.19896 0.00 0.02 0.00 0.41